(1)
A cluster of 7 separate species, C12H37O7 in total at a distorted geometry. Source: the Open Molecules 2025 dataset; level of theory: wB97M-V/def2-TZVPD.

Calculated values
Energy relative to the best compared isomer or geometry (same formula, charge and spin), kcal/mol: 0.0
Net charge: -1
HOMO level, eV: -5.93
Energy, eV: -27376.4604

```
56
C12H37O7 | the Open Molecules 2025 dataset | wB97M-V/def2-TZVPD
O 1.09 0.36 0.42
H 0.68 -0.41 -0.02
C 2.44 -2.02 -2.02
C 2.29 -2.42 -0.57
O 2.88 -1.42 0.18
H 3.48 -2.12 -2.34
H 2.05 -1.01 -2.14
H 1.91 -2.66 -2.72
H 2.86 -3.31 -0.32
H 1.26 -2.67 -0.34
H 2.22 -0.73 0.25
C -3.94 -0.36 0.24
C -2.59 0.34 0.47
O -1.57 -0.51 1.00
H -4.65 0.34 -0.20
H -4.38 -0.59 1.21
H -3.92 -1.23 -0.41
H -2.72 1.19 1.15
H -2.16 0.71 -0.46
H -0.70 -0.21 0.72
C 0.93 3.52 -3.41
C 0.49 2.37 -2.53
O 1.60 1.82 -1.80
H 0.07 4.06 -3.81
H 1.66 3.20 -4.15
H 1.51 4.18 -2.76
H -0.06 1.64 -3.13
H -0.14 2.74 -1.72
H 1.26 1.52 -0.96
C -1.07 -2.43 -3.75
C -1.57 -1.78 -2.46
O -1.57 -2.69 -1.44
H -1.74 -3.26 -3.99
H -0.07 -2.84 -3.64
H -1.10 -1.66 -4.52
H -2.54 -1.30 -2.55
H -0.86 -0.97 -2.24
H -1.77 -2.18 -0.65
C 1.79 -2.16 4.36
C 1.12 -1.09 3.38
O 2.15 -0.30 2.79
H 1.04 -2.77 4.87
H 2.30 -1.56 5.11
H 2.54 -2.71 3.81
H 0.47 -0.44 3.97
H 0.58 -1.65 2.62
H 1.73 -0.01 1.97
C -1.28 3.51 2.88
C -0.26 2.47 2.54
O 0.31 2.67 1.27
H -0.80 4.48 2.96
H -1.55 3.24 3.90
H -2.18 3.50 2.26
H -0.68 1.47 2.44
H 0.51 2.33 3.30
H 0.66 1.84 0.95
```

Here are the Mulliken charges for atoms 1 to 4, given in e: number 1, O, carries -0.6802; number 2, H, carries 0.1644; number 3, C, carries -0.4744; number 4, C, carries -0.4696

=====

(2)
A cluster of 2 separate species, C2H12N4 in total at a distorted geometry. Source: the Open Molecules 2025 dataset; level of theory: wB97M-V/def2-TZVPD.

Calculated values
Energy relative to the best compared isomer or geometry (same formula, charge and spin), kcal/mol: 10.1
⟨S²⟩: 0.751
2S+1: 2
Net charge: -1
HOMO level (alpha / beta), eV: 1.20 / -5.34
Energy, eV: -8226.7418

```
18
C2H12N4 | the Open Molecules 2025 dataset | wB97M-V/def2-TZVPD
N 1.49 1.34 0.80
C 1.10 0.51 1.87
N 1.44 -0.95 1.46
H 1.14 1.27 -0.09
H 2.44 1.51 0.74
H 0.02 0.64 2.08
H 1.67 0.77 2.76
H 1.31 -0.97 0.47
H 0.74 -1.51 1.92
N -2.02 -1.27 -1.58
C -1.48 0.00 -1.08
N -0.14 0.54 -1.60
H -1.44 -2.00 -1.15
H -2.94 -1.42 -1.10
H -1.34 -0.13 -0.01
H -2.23 0.84 -1.24
H -0.19 1.11 -2.39
H 0.42 -0.26 -1.86
```

Here are the Mulliken charges for atoms 1 to 4, given in e: number 1, N, carries -0.4362; number 2, C, carries -0.7738; number 3, N, carries -1.0434; number 4, H, carries 0.3106

=====

(3)
A structure of composition C5H11NO2S at a distorted geometry. Source: the Open Molecules 2025 dataset; level of theory: wB97M-V/def2-TZVPD.

Calculated values
Energy relative to the best compared isomer or geometry (same formula, charge and spin), kcal/mol: 142.9
Net charge: 0
HOMO level, eV: -9.31
Energy, eV: -21778.0873

```
20
C5H11NO2S | the Open Molecules 2025 dataset | wB97M-V/def2-TZVPD
C -0.62 0.31 -1.47
C -2.18 -0.87 -0.03
C -0.74 1.04 0.87
C 2.34 -0.48 1.08
C -0.83 -0.13 -0.05
N 2.85 0.13 -0.19
O 3.70 -0.52 -0.70
O 2.43 1.23 -0.41
S 0.24 -1.56 0.49
H 0.19 0.87 -1.84
H -0.67 -0.67 -1.95
H -1.50 0.73 -1.96
H -2.36 -1.28 -1.02
H -3.04 -0.26 0.14
H -2.34 -1.66 0.71
H -1.76 1.53 0.95
H -0.41 0.82 1.86
H -0.11 1.90 0.39
H 1.97 0.20 1.70
H 2.84 -1.30 1.42
```

Here are the Mulliken charges for atoms 1 to 4, given in e: number 1, C, carries -1.4999; number 2, C, carries -1.7083; number 3, C, carries -1.4775; number 4, C, carries -0.9493

=====

(4)
The ion C3H5N4 with charge +1 at a distorted geometry. Source: the Open Molecules 2025 dataset; level of theory: wB97M-V/def2-TZVPD.

Calculated values
Energy relative to the best compared isomer or geometry (same formula, charge and spin), kcal/mol: 116.2
SMILES: C/N=N/[NH+]=C=C=N
Net charge: +1
HOMO level, eV: -13.18
Energy, eV: -9139.9653

```
12
C3H5N4 | the Open Molecules 2025 dataset | wB97M-V/def2-TZVPD
C -1.18 -2.07 0.30
N -0.33 -1.06 0.69
N 0.65 -0.77 1.22
N 0.99 0.93 1.16
C 0.97 1.62 0.13
C 0.62 1.92 -1.08
N 0.33 2.24 -2.20
H -1.61 -1.82 -0.68
H -2.02 -2.10 1.01
H -0.69 -3.05 0.28
H 1.61 1.15 1.94
H 0.66 3.02 -2.76
```

Here are the Mulliken charges for atoms 1 to 4, given in e: number 1, C, carries -0.5640; number 2, N, carries 0.3589; number 3, N, carries -0.2978; number 4, N, carries -0.1508

=====

(5)
The molecule C4H5BO at a distorted geometry. Source: the Open Molecules 2025 dataset; level of theory: wB97M-V/def2-TZVPD.

Calculated values
Energy relative to the best compared isomer or geometry (same formula, charge and spin), kcal/mol: 100.6
Net charge: 0
HOMO level, eV: -8.77
Energy, eV: -6948.3349

```
11
C4H5BO | the Open Molecules 2025 dataset | wB97M-V/def2-TZVPD
B -2.25 -0.45 0.37
C 1.28 0.17 -0.60
C 0.24 -0.69 -0.69
C 1.46 1.18 0.45
C -0.96 -0.55 -0.12
O 0.68 1.56 1.28
H -2.73 -1.58 0.38
H -2.96 0.38 0.74
H 2.28 -0.03 -1.14
H 0.48 -1.55 -1.18
H 2.48 1.57 0.51
```

Here are the Mulliken charges for atoms 1 to 4, given in e: number 1, B, carries -0.1342; number 2, C, carries -0.4861; number 3, C, carries -0.1179; number 4, C, carries 0.1118

=====

(6)
The molecule C12H24N2O2 at a distorted geometry. Source: the Open Molecules 2025 dataset; level of theory: wB97M-V/def2-TZVPD.

Calculated values
Energy relative to the best compared isomer or geometry (same formula, charge and spin), kcal/mol: 290.9
SMILES: CCCC(=O)NCCCCNC(=O)CCC
Net charge: 0
HOMO level, eV: -8.81
Energy, eV: -19897.6314

```
40
C12H24N2O2 | the Open Molecules 2025 dataset | wB97M-V/def2-TZVPD
C -2.47 -3.39 0.04
C -1.00 -2.88 0.38
C -1.09 -1.38 0.97
C -1.51 -0.45 -0.07
O -1.24 -0.70 -1.37
N -2.24 0.59 0.50
C -2.59 1.81 -0.51
C -1.66 3.01 -0.40
C -0.24 2.79 -0.68
C 0.70 2.07 0.41
N 1.86 1.57 0.19
C 2.14 0.29 0.62
O 1.45 -0.16 1.82
C 3.36 -0.59 0.19
C 2.81 -1.59 -0.56
C 1.98 -1.22 -1.99
H -2.96 -2.71 -0.52
H -2.46 -4.34 -0.46
H -3.31 -3.31 0.91
H -0.66 -3.35 1.14
H -0.48 -2.81 -0.67
H -2.02 -1.58 1.76
H -0.32 -1.27 1.44
H -2.42 0.63 1.61
H -3.61 2.09 -0.23
H -2.56 1.45 -1.39
H -1.57 3.36 0.69
H -1.97 3.86 -1.04
H 0.19 3.49 -1.36
H -0.19 1.67 -1.28
H 0.16 1.80 1.20
H 0.91 3.14 1.13
H 2.37 1.59 -0.66
H 3.88 0.18 -0.41
H 4.05 -0.68 0.90
H 3.71 -2.04 -1.24
H 2.31 -2.25 -0.04
H 2.46 -0.42 -2.36
H 1.07 -0.65 -1.55
H 1.74 -2.04 -2.33
```

Here are the Mulliken charges for atoms 1 to 4, given in e: number 1, C, carries -1.3343; number 2, C, carries -0.6339; number 3, C, carries -1.0148; number 4, C, carries 0.6245

=====

(7)
The molecule C5H7NO at a distorted geometry. Source: the Open Molecules 2025 dataset; level of theory: wB97M-V/def2-TZVPD.

Calculated values
Energy relative to the best compared isomer or geometry (same formula, charge and spin), kcal/mol: 98.6
Net charge: 0
HOMO level, eV: -8.58
Energy, eV: -8831.9267

```
14
C5H7NO | the Open Molecules 2025 dataset | wB97M-V/def2-TZVPD
N -0.52 0.06 -2.66
C -0.17 -0.03 -1.50
O -1.30 -1.23 -0.29
C -0.79 -1.40 0.99
C 0.36 -0.40 1.02
C 1.53 -0.70 0.21
C 0.76 0.38 -0.50
H -1.48 -0.11 -2.93
H -0.40 -2.44 1.21
H -1.49 -1.22 1.86
H 0.37 0.38 1.77
H 1.49 -1.66 -0.30
H 2.49 -0.38 0.57
H 1.15 1.41 -0.55
```

Here are the Mulliken charges for atoms 1 to 4, given in e: number 1, N, carries -0.5232; number 2, C, carries 0.5195; number 3, O, carries -0.6603; number 4, C, carries -0.3715

=====

Q: What is the formula in the second record?
A: C2H12N4